a:
The following is a DFT calculation (ωB97M-V/def2-TZVPD) of an isolated molecule of C4H8N2O2.

Summary:
- highest occupied orbital energy (eV) = -7.3
- SMILES = N/C(O)=C(/N)CC=O
- LUMO level (eV) = 0.69
- HOMO-LUMO gap (eV) = 8.0

Geometry (Å):
O  -1.51151  0.96787  1.45939
O  1.70775  -0.52721  1.13505
N  0.74908  1.73165  -0.34658
N  0.56018  -1.96689  -0.29357
C  -1.16860  0.32425  -0.90408
C  -1.43002  0.07869  0.61368
C  0.28395  0.44582  -0.56098
C  0.76950  -0.64810  0.13726
H  -1.58721  1.24571  -1.30816
H  0.01633  2.42066  -0.24454
H  1.38809  1.85106  0.43078
H  -1.72876  -0.96232  0.81716
H  1.10955  -2.61883  0.25349
H  -1.40528  -0.54947  -1.50352
H  1.54611  0.31948  1.59817
H  0.70085  -2.11239  -1.28354

b:
The following is a DFT calculation (ωB97M-V/def2-TZVPD) of an isolated molecule of C4H8N2O2.

Summary:
- highest occupied orbital energy (eV) = -9.2
- SMILES = C=N/N=C(\CO)OC
- LUMO level (eV) = 0.81
- HOMO-LUMO gap (eV) = 10.0

Geometry (Å):
O  -2.06313  -0.17925  -1.83083
O  0.58808  -0.17658  -1.47295
N  -0.56670  0.28356  1.73412
N  0.45226  0.19142  0.76477
C  -0.19278  0.33910  2.90314
C  1.95676  0.11252  -1.33192
C  -1.61361  -0.38578  -0.57618
C  -0.12949  -0.19796  -0.35812
H  -0.93289  0.27013  3.67608
H  -1.75526  -1.46853  -0.32783
H  0.84011  0.56339  3.23338
H  2.40817  -0.11266  -2.30697
H  -1.37326  -0.33755  -2.56548
H  -2.07721  0.25222  0.11036
H  2.07222  1.23233  -1.19728
H  2.38671  -0.38637  -0.45429

c:
The following is a DFT calculation (ωB97M-V/def2-TZVPD) of a structure of composition C4H8N2O2.

Summary:
- highest occupied orbital energy (eV) = -9.4
- LUMO level (eV) = 0.46
- HOMO-LUMO gap (eV) = 9.8

Geometry (Å):
O  -2.86685  -1.05982  0.47598
O  -0.58912  -1.55793  -0.65165
N  -2.80130  0.07397  -0.27408
N  -0.14282  0.43908  0.06966
C  -1.62220  0.79003  -0.36114
C  0.21574  -0.75255  -0.21701
C  1.59247  -1.33464  0.11636
C  0.66230  1.61755  0.07984
H  -1.62328  1.88482  -0.71285
H  1.80396  1.42125  -0.11134
H  0.36051  2.18767  1.21792
H  2.50735  -1.39900  -0.88402
H  0.37620  2.38764  -0.80143
H  2.29667  -0.96033  0.94842
H  1.57033  -2.56028  0.42102
H  -1.73995  -1.17743  0.68433

d:
The following is a DFT calculation (ωB97M-V/def2-TZVPD) of an isolated molecule of C4H8N2O2.

Summary:
- highest occupied orbital energy (eV) = -9.2
- SMILES = [H]/N=C(/N)[C@@]1(O)C[C@H]1O
- LUMO level (eV) = 0.51
- HOMO-LUMO gap (eV) = 9.8

Geometry (Å):
O  0.55417  -0.49491  1.55732
O  -0.90045  -1.37208  -1.41987
N  1.85132  0.37201  -1.07240
N  0.33967  2.12510  -0.44356
C  -0.14432  -0.05317  0.50717
C  -0.85798  -1.09237  -0.02281
C  -1.66008  0.01113  0.62899
C  0.64933  0.85267  -0.46742
H  -0.46591  -1.95633  0.54069
H  2.64501  0.76626  -1.73172
H  -0.25780  2.29198  0.54883
H  0.12450  -0.91127  -1.55077
H  -2.39456  -0.22817  1.52357
H  -2.40679  0.33900  -0.11772
H  2.02838  -0.64374  -0.70037
H  0.89552  -0.00611  2.22007

a is the most stable structure; the next one sits 0.0342 hartree above it.

a:
The following is a DFT calculation (ωB97M-V/def2-TZVPD) of an isolated molecule of C4H8N2O2.

Summary:
- highest occupied orbital energy (eV) = -9.5
- SMILES = [H]/N=C(/N)[C@@H](O)CC=O
- LUMO level (eV) = 0.67
- HOMO-LUMO gap (eV) = 10.1

Geometry (Å):
O  0.07379  -1.85465  0.31746
O  -2.46667  0.48464  2.41324
N  2.21991  0.23172  0.02432
N  1.22611  1.11821  -1.82192
C  -1.66557  -0.20328  1.81109
C  -0.24004  -0.68818  -0.35643
C  1.18992  0.29545  -0.73843
C  -1.12084  0.30190  0.25201
H  0.37046  1.50490  -2.19097
H  -2.06274  0.35750  -0.29611
H  -0.78983  1.33073  0.39482
H  -1.28319  -1.11033  2.33635
H  1.02822  -2.03749  0.30778
H  2.06999  -0.41453  0.80464
H  -0.62199  -0.98771  -1.33658
H  2.07250  1.67112  -1.92129

b:
The following is a DFT calculation (ωB97M-V/def2-TZVPD) of an isolated molecule of C4H8N2O2.

Summary:
- highest occupied orbital energy (eV) = -9.4
- SMILES = CCC(=O)N(C)N=O
- LUMO level (eV) = 0.43
- HOMO-LUMO gap (eV) = 9.8

Geometry (Å):
O  -1.60701  0.68138  -1.95483
O  2.07820  -0.29506  0.49223
N  0.19859  0.16173  -0.87104
N  -1.10029  0.48910  -0.90411
C  -1.04618  -0.62722  1.70843
C  0.91957  0.02169  0.47737
C  0.01971  0.47846  1.58848
C  0.91730  -0.06648  -2.13789
H  -0.27297  1.47367  1.20133
H  0.26504  -0.31877  -2.97002
H  1.48730  0.81677  -2.43423
H  -1.80514  -0.38545  2.55859
H  -0.57628  -1.59424  1.75438
H  0.55282  0.71481  2.44036
H  -1.61463  -0.72319  0.77391
H  1.58396  -0.82721  -1.72297

a is the most stable structure; the next one sits 0.0296 hartree above it.

a:
The following is a DFT calculation (ωB97M-V/def2-TZVPD) of a cluster of 2 separate species, C13H19N in total.

Summary:
- highest occupied orbital energy (eV) = -7.8
- SMILES = Cc1c[nH]c2ccccc12.CC(C)C
- LUMO level (eV) = 0.91
- HOMO-LUMO gap (eV) = 8.7

Geometry (Å):
N  -1.76166  -1.58208  2.63300
C  0.15779  3.14793  -0.49203
C  -1.48667  -2.55310  -0.95136
C  -0.17902  -1.49090  1.05482
C  0.42879  2.72400  -1.96038
C  -2.31060  -1.92508  1.40629
C  1.40008  1.54914  -1.93863
C  0.68124  -1.36285  3.32557
C  -1.37060  -2.03992  0.43306
C  -0.88871  2.33063  -2.64151
C  2.15197  -1.09262  1.42415
C  1.08444  -1.21205  0.53975
C  -0.39756  -1.42452  2.44641
C  1.95446  -1.32537  2.78938
H  -0.64362  -2.21632  -1.56481
H  -2.35165  -2.45344  -1.59391
H  3.14597  -0.89601  1.06463
H  -1.27847  -3.63376  -0.91033
H  -0.83722  1.30132  -3.03751
H  0.93555  3.49613  -2.53007
H  1.06729  0.69490  -1.35517
H  2.40698  1.80418  -1.59984
H  1.40272  -1.06563  -0.48357
H  1.48432  1.05603  -2.91213
H  -1.14593  2.81408  -3.59003
H  -0.89775  3.25088  -0.24939
H  0.47715  -1.26416  4.38434
H  -2.21416  -1.88931  3.47535
H  2.78888  -1.31031  3.47927
H  -3.32880  -2.28814  1.39108
H  0.63551  4.09718  -0.25028
H  0.62930  2.44291  0.18883
H  -1.74002  2.31627  -1.97499

b:
The following is a DFT calculation (ωB97M-V/def2-TZVPD) of a cluster of 2 separate species, C13H19N in total.

Summary:
- highest occupied orbital energy (eV) = -8.0
- SMILES = CCc1c[nH]c2ccccc12.CCC
- LUMO level (eV) = 0.98
- HOMO-LUMO gap (eV) = 9.0

Geometry (Å):
N  -1.68500  0.92984  -0.26787
C  0.52058  0.23855  -3.27823
C  -3.34065  -2.18510  0.85775
C  -0.43972  1.29483  0.28894
C  1.94872  1.80187  1.92050
C  -3.17907  -1.05271  0.07481
C  -2.05720  -0.26642  0.31863
C  -0.12132  0.45196  1.30507
C  -1.13452  -0.57227  1.33727
C  -2.38198  -2.55446  1.81631
C  0.98914  0.67441  2.29589
C  -1.29175  -1.74736  2.07126
C  1.82892  0.73148  -2.67702
C  2.30581  -0.17031  -1.50913
H  -2.60340  -3.40287  2.45367
H  -0.06689  2.26124  -0.01355
H  -0.11635  1.00023  -3.73532
H  -1.77320  1.06436  -1.26633
H  -3.79746  -0.95998  -0.81210
H  2.21137  1.78787  0.86463
H  -0.08714  -0.25431  -2.51726
H  1.55206  2.78196  2.17193
H  0.69916  -0.59275  -3.97214
H  -4.25914  -2.76418  0.79489
H  2.95424  0.42013  -0.85865
H  0.61899  0.79023  3.31053
H  1.42808  -0.51786  -0.96875
H  2.88621  1.71119  2.45968
H  1.60656  -0.21969  2.25880
H  2.62010  0.64197  -3.42709
H  -0.55361  -2.05073  2.80098
H  2.91933  -1.02404  -1.78978
H  1.79914  1.75291  -2.30833

b is the most stable structure; the next one sits 0.0261 hartree above it.

a:
The following is a DFT calculation (ωB97M-V/def2-TZVPD) of a cluster of 2 separate species, CH4N2O2 in total.

Summary:
- highest occupied orbital energy (spin up / spin down) (eV) = -10.0 / -10.0
- LUMO level (spin up / spin down) (eV) = -0.67 / -0.69
- HOMO-LUMO gap (spin up / spin down) (eV) = 9.3 / 9.3

Geometry (Å):
O  1.44113  -0.87810  -0.28633
O  -0.44343  -0.01500  0.20904
N  1.09084  0.82948  2.48298
N  0.67835  -0.54978  0.57122
C  -0.72026  0.06561  -1.20238
H  -1.69790  0.53316  -1.43573
H  0.57333  0.23029  3.12954
H  0.12191  0.69633  -1.78531
H  -1.04397  -0.91199  -1.68305

b:
The following is a DFT calculation (ωB97M-V/def2-TZVPD) of a structure of composition CH4N2O2.

Summary:
- highest occupied orbital energy (spin up / spin down) (eV) = -10.1 / -10.1
- LUMO level (spin up / spin down) (eV) = -0.75 / -0.75
- HOMO-LUMO gap (spin up / spin down) (eV) = 9.3 / 9.3

Geometry (Å):
O  1.29704  0.38662  -0.28457
O  0.62348  -1.36773  0.76929
N  1.26229  -0.28667  0.82445
N  -1.10176  -0.45305  0.07580
C  -0.55658  0.55556  -0.62082
H  -1.31176  -1.25422  -0.52177
H  -0.62590  0.56977  -1.70812
H  0.99806  0.30587  1.63573
H  -0.58486  1.54385  -0.16999

c:
The following is a DFT calculation (ωB97M-V/def2-TZVPD) of a cluster of 2 separate species, CH4N2O2 in total.

Summary:
- highest occupied orbital energy (spin up / spin down) (eV) = -7.8 / -7.8
- LUMO level (spin up / spin down) (eV) = -0.37 / -0.37
- HOMO-LUMO gap (spin up / spin down) (eV) = 7.4 / 7.4

Geometry (Å):
O  -0.82683  1.62365  1.99856
O  -1.30228  -0.53571  0.07935
N  -0.23244  0.31240  -0.34814
N  0.14461  1.36391  1.43580
C  0.88183  -0.44638  -0.72329
H  0.53438  -1.29274  -1.26309
H  -2.15459  -0.09707  0.09660
H  1.51223  0.12711  -1.33543
H  1.44310  -1.05517  0.05964

d:
The following is a DFT calculation (ωB97M-V/def2-TZVPD) of a cluster of 2 separate species, CH4N2O2 in total.

Summary:
- highest occupied orbital energy (spin up / spin down) (eV) = -8.4 / -8.0
- LUMO level (spin up / spin down) (eV) = 0.69 / -0.01
- HOMO-LUMO gap (spin up / spin down) (eV) = 9.1 / 8.0

Geometry (Å):
O  0.32745  -1.81620  2.79890
O  -0.53101  -1.91759  1.05727
N  -0.15004  -1.23977  0.06107
N  0.99673  -0.91027  3.00310
C  -0.07919  0.21878  0.15793
H  -0.70703  0.58211  -0.82575
H  -0.56218  0.33973  1.17856
H  0.67812  -1.67644  -0.51452
H  0.93810  0.63897  0.22027

b is the most stable structure; the next one sits 0.0041 hartree above it.

a:
The following is a DFT calculation (ωB97M-V/def2-TZVPD) of an isolated molecule of CH4N2O2.

Summary:
- highest occupied orbital energy (eV) = -10.4
- SMILES = [H]/N=N\OCO
- LUMO level (eV) = 0.93
- HOMO-LUMO gap (eV) = 11.4

Geometry (Å):
O  -1.33239  0.62413  1.42635
O  0.63078  0.34929  0.06699
N  1.41572  0.00551  -1.94997
N  0.52832  -0.23795  -1.19058
C  -0.33728  -0.28040  0.80038
H  -0.95159  -0.89421  0.17601
H  0.04468  -0.88641  1.59912
H  2.10573  0.66795  -1.78089
H  -2.10397  0.65209  0.85259

b:
The following is a DFT calculation (ωB97M-V/def2-TZVPD) of an isolated molecule of CH4N2O2.

Summary:
- highest occupied orbital energy (spin up / spin down) (eV) = -9.2 / -9.2
- LUMO level (spin up / spin down) (eV) = -0.35 / -0.35
- HOMO-LUMO gap (spin up / spin down) (eV) = 8.8 / 8.9

Geometry (Å):
O  -2.00967  1.53398  -0.51938
O  -3.08996  -1.00190  0.17626
N  -1.83501  -0.72204  0.19608
N  -1.21572  0.36188  -0.00348
C  0.18036  0.52395  0.10249
H  -1.13373  -1.30723  0.72829
H  0.42366  -0.30469  0.75491
H  0.55841  0.52255  -0.85445
H  0.45008  1.53145  0.50572

c:
The following is a DFT calculation (ωB97M-V/def2-TZVPD) of a cluster of 2 separate species, CH4N2O2 in total.

Summary:
- highest occupied orbital energy (eV) = -9.2
- SMILES = [H]/N=[NH+]\[O-].C=O
- LUMO level (eV) = 0.68
- HOMO-LUMO gap (eV) = 9.8

Geometry (Å):
O  -3.07440  -0.51410  0.04210
O  0.40117  0.86573  -0.09648
N  -1.95697  -0.08048  -0.13700
N  -1.50512  1.05481  0.06203
C  0.95904  -0.12108  0.24346
H  -1.20817  -0.75720  -0.45941
H  1.23262  -0.83294  -0.54912
H  -1.95062  1.86177  0.36499
H  1.09324  -0.34440  1.31767

d:
The following is a DFT calculation (ωB97M-V/def2-TZVPD) of an isolated molecule of CH4N2O2.

Summary:
- highest occupied orbital energy (eV) = -9.8
- SMILES = NNC(=O)O
- LUMO level (eV) = 0.56
- HOMO-LUMO gap (eV) = 10.4

Geometry (Å):
O  -1.71946  0.92139  -0.35609
O  -0.87723  -1.19710  0.13370
N  0.38528  0.70188  -0.19851
N  1.60524  0.12304  0.17516
C  -0.80360  0.10034  -0.18869
H  1.79856  -0.68088  -0.41577
H  -0.14335  1.70886  -0.36887
H  -1.80361  -1.46874  0.07755
H  1.55817  -0.20879  1.14152

d is the most stable structure; the next one sits 0.0681 hartree above it.

a:
The following is a DFT calculation (ωB97M-V/def2-TZVPD) of a cluster of 2 separate species, C5H5N in total.

Summary:
- highest occupied orbital energy (eV) = -9.1
- LUMO level (eV) = 1.08
- HOMO-LUMO gap (eV) = 10.1

Geometry (Å):
N  1.19505  1.70334  -1.58530
C  1.62915  0.83036  -0.95594
C  -0.42706  -1.42280  0.07464
C  -0.04485  -2.52635  -0.21007
C  -0.40397  0.59154  1.40215
C  -0.91376  -0.14108  0.41226
H  -1.74598  0.21122  -0.17752
H  0.30841  -3.48192  -0.46356
H  0.78900  2.43175  -2.13474
H  -0.80589  1.56241  1.64522
H  0.41991  0.24153  1.99286

b:
The following is a DFT calculation (ωB97M-V/def2-TZVPD) of an isolated molecule of C5H5N.

Summary:
- highest occupied orbital energy (eV) = -9.5
- SMILES = [H]/N=C\C=C\C#C
- LUMO level (eV) = 0.70
- HOMO-LUMO gap (eV) = 10.2

Geometry (Å):
N  -2.71041  0.17199  -0.23761
C  -1.79359  -0.65746  0.02808
C  2.98098  0.33132  -0.01257
C  -0.12227  -0.50147  -0.34755
C  0.15805  0.48964  0.41588
C  1.85236  0.73536  0.18536
H  4.00582  0.03590  -0.01462
H  -0.28250  1.34737  0.89172
H  -2.37084  1.12536  -0.37706
H  -2.05560  -1.70240  0.24082
H  0.33800  -1.37562  -0.77245

c:
The following is a DFT calculation (ωB97M-V/def2-TZVPD) of an isolated molecule of C5H5N.

Summary:
- highest occupied orbital energy (spin up / spin down) (eV) = -9.7 / -7.9
- LUMO level (spin up / spin down) (eV) = -1.17 / -1.29
- HOMO-LUMO gap (spin up / spin down) (eV) = 8.5 / 6.6

Geometry (Å):
N  0.55773  0.89356  -0.90117
C  0.09575  -0.00512  0.04683
C  0.02065  1.55124  -1.75982
C  -2.12923  0.63322  -0.49066
C  -1.28343  -0.15538  0.19736
C  1.22543  -0.72613  0.62965
H  0.81215  -1.13482  1.58256
H  -1.42188  -0.97692  0.89379
H  -1.75349  1.51086  -1.13367
H  2.16634  -0.09299  0.89679
H  1.70997  -1.49753  0.03835

a is the most stable structure; the next one sits 0.0626 hartree above it.